# 1
Density functional theory data (the ωB97M-V functional and the def2-TZVPD basis) for the ion CH4Br2OP with charge +1.

The total charge is +1. The frontier orbital gap is 9.8 eV. Its relative energy (zero: lowest compared OMol25 entry of this formula, charge and spin) is 37.0 kcal/mol.

```
9
Properties=species:S:1:pos:R:3:mulliken_charge:R:1
C 1.01 0.05 -0.74 -0.78
O -0.12 -0.10 1.77 -0.52
P -0.57 -0.20 -0.03 0.81
Br -1.71 -2.14 -0.31 0.03
Br -1.96 1.49 -0.28 0.03
H 1.90 -0.27 -0.21 0.35
H 1.18 1.10 -0.84 0.38
H 0.88 -0.20 -1.89 0.35
H -0.61 0.26 2.53 0.35
```

# 2
Density functional theory data (the ωB97M-V functional and the def2-TZVPD basis) for a cluster of 2 separate species, CH4BrN2 in total.

The total charge is +1. The frontier orbital gap is 8.3 eV. Its relative energy (zero: lowest compared OMol25 entry of this formula, charge and spin) is 88.9 kcal/mol.

```
8
Properties=species:S:1:pos:R:3:mulliken_charge:R:1
C 1.17 -0.42 0.87 0.05
N -1.93 0.25 -0.90 -0.48
N 2.30 -0.22 0.93 -0.03
Br -0.15 0.91 -1.23 0.07
H 0.19 -0.70 1.19 0.44
H -2.24 -0.53 -1.49 0.29
H 3.28 -0.21 1.19 0.37
H -2.62 0.93 -0.56 0.29
```

# 3
Density functional theory data (the ωB97M-V functional and the def2-TZVPD basis) for the ion CH4BrN4 with charge +1.

The total charge is +1. The frontier orbital gap (spin up / spin down) is 7.3 / 7.3 eV. Its relative energy (zero: lowest compared OMol25 entry of this formula, charge and spin) is 103.9 kcal/mol.

```
10
Properties=species:S:1:pos:R:3:mulliken_charge:R:1
C -1.11 -0.14 -0.57 0.35
N 1.26 -0.17 -1.20 -0.91
N -0.01 -0.21 -1.00 0.57
N 1.65 0.09 1.86 -0.38
N -2.29 -0.27 -0.15 -0.39
Br 2.55 -0.70 0.65 0.53
H 1.64 0.77 -1.47 0.33
H 1.92 0.99 1.95 0.27
H -2.61 0.38 0.69 0.33
H -3.01 -0.75 -0.76 0.30
```

# 4
Density functional theory data (the ωB97M-V functional and the def2-TZVPD basis) for a structure of composition CH4BrNO.

The total charge is 0. The frontier orbital gap (spin up / spin down) is 9.1 / 9.1 eV. Its relative energy (zero: lowest compared OMol25 entry of this formula, charge and spin) is 56.8 kcal/mol.

```
8
Properties=species:S:1:pos:R:3:mulliken_charge:R:1
C 0.59 -0.33 0.00 -0.40
N -1.72 1.08 -0.30 -0.24
O -0.18 0.67 0.57 -0.35
Br -2.90 -0.20 0.05 0.08
H 1.55 -0.28 0.76 0.20
H 0.97 -0.14 -1.02 0.23
H 0.15 -1.35 -0.11 0.22
H -1.83 2.07 0.03 0.27
```

# 5
Density functional theory data (the ωB97M-V functional and the def2-TZVPD basis) for a cluster of 2 separate species, CH4BrOP in total.

The total charge is 0. The frontier orbital gap is 9.5 eV. Its relative energy (zero: lowest compared OMol25 entry of this formula, charge and spin) is 67.2 kcal/mol.

```
8
Properties=species:S:1:pos:R:3:mulliken_charge:R:1
C 0.49 -0.40 -1.89 0.03
O -0.56 0.34 -1.61 -0.24
P 0.79 0.39 1.29 -0.11
Br 0.10 -2.26 -1.43 -0.17
H 0.04 1.51 0.93 0.04
H -1.54 -0.04 -1.58 0.34
H 0.94 0.84 2.58 0.06
H -0.26 -0.39 1.70 0.05
```

# 6
Density functional theory data (the ωB97M-V functional and the def2-TZVPD basis) for a structure of composition CH4BrP.

The total charge is 0. The frontier orbital gap is 9.8 eV. Its relative energy (zero: lowest compared OMol25 entry of this formula, charge and spin) is 29.1 kcal/mol.

```
7
Properties=species:S:1:pos:R:3:mulliken_charge:R:1
C -0.11 0.05 -0.40 -0.76
P 1.12 -1.22 -0.04 0.08
Br 2.95 0.15 -0.01 -0.21
H 0.21 0.63 -1.36 0.27
H -0.11 0.92 0.68 0.27
H -1.07 -0.49 -0.78 0.29
H 1.15 -1.13 1.28 0.06
```

# 7
Density functional theory data (the ωB97M-V functional and the def2-TZVPD basis) for an isolated molecule of CH4BrP.

The total charge is 0. The frontier orbital gap is 7.3 eV. Its relative energy (zero: lowest compared OMol25 entry of this formula, charge and spin) is 78.6 kcal/mol.

```
7
Properties=species:S:1:pos:R:3:mulliken_charge:R:1
C 1.12 0.44 0.25 -0.74
P -2.27 -0.92 0.03 -0.17
Br -0.92 0.75 -0.33 0.07
H 1.83 1.20 0.13 0.35
H 1.46 -0.45 -0.19 0.29
H 0.88 0.34 1.29 0.24
H -2.09 -1.35 -1.19 -0.03
```

# 8
Density functional theory data (the ωB97M-V functional and the def2-TZVPD basis) for a cluster of 2 separate species, CH4BrP in total.

The total charge is 0. The frontier orbital gap is 8.2 eV. Its relative energy (zero: lowest compared OMol25 entry of this formula, charge and spin) is 51.3 kcal/mol.

```
7
Properties=species:S:1:pos:R:3:mulliken_charge:R:1
C -1.08 -0.36 0.29 -0.95
P 1.16 1.00 0.17 0.09
Br 2.74 -0.47 -0.17 -0.12
H -0.85 -0.76 -0.67 0.33
H -1.95 0.33 0.37 0.29
H -0.73 -1.01 1.06 0.30
H 0.72 1.28 -1.06 0.06
```

# 9
Density functional theory data (the ωB97M-V functional and the def2-TZVPD basis) for a cluster of 2 separate species, CH4Cl2SSi in total.

The total charge is 0. The frontier orbital gap is 7.5 eV. Its relative energy (zero: lowest compared OMol25 entry of this formula, charge and spin) is 77.4 kcal/mol.

```
9
Properties=species:S:1:pos:R:3:mulliken_charge:R:1
C -0.89 -0.64 -1.10 -0.33
Si 0.83 0.98 0.54 0.58
S 0.44 0.22 2.48 -0.27
Cl -1.97 0.50 -1.89 -0.16
Cl 0.00 -1.62 -2.22 -0.14
H -1.47 -1.26 -0.41 0.29
H 2.09 0.50 -0.02 -0.06
H 0.52 2.39 0.49 -0.07
H 0.46 -1.07 2.14 0.16
```

# 10
Density functional theory data (the ωB97M-V functional and the def2-TZVPD basis) for a cluster of 2 separate species, CH4Cl3NSi in total.

The total charge is 0. The frontier orbital gap is 9.4 eV. Its SMILES is Cl[SiH](Cl)Cl.C=N. Its relative energy (zero: lowest compared OMol25 entry of this formula, charge and spin) is 36.3 kcal/mol.

```
10
Properties=species:S:1:pos:R:3:mulliken_charge:R:1
C -1.15 2.05 -0.08 -0.24
N -1.02 1.24 -1.04 -0.42
Si 0.87 -1.59 0.36 0.62
Cl 0.23 -3.32 -0.44 -0.19
Cl 2.94 -1.63 0.03 -0.32
Cl 0.93 -1.59 2.40 -0.18
H -0.19 2.31 0.36 0.27
H 1.27 -0.63 -0.61 0.05
H -2.15 2.49 0.45 0.21
H -1.73 0.67 -1.43 0.21
```

# 11
Density functional theory data (the ωB97M-V functional and the def2-TZVPD basis) for an isolated molecule of CH4ClN.

The total charge is 0. The frontier orbital gap is 10.9 eV. Its SMILES is NCCl. Its relative energy (zero: lowest compared OMol25 entry of this formula, charge and spin) is 0.7 kcal/mol.

```
7
Properties=species:S:1:pos:R:3:mulliken_charge:R:1
C -0.27 -0.44 -0.07 -0.24
N 0.51 0.75 -0.08 -0.51
Cl -2.01 0.00 0.03 -0.21
H -0.10 -1.12 0.78 0.23
H -0.15 -0.98 -1.01 0.29
H 1.42 0.61 -0.49 0.22
H 0.59 1.18 0.83 0.21
```

# 12
Density functional theory data (the ωB97M-V functional and the def2-TZVPD basis) for a cluster of 2 separate species, CH4ClN2O in total.

The total charge is +1. The frontier orbital gap (spin up / spin down) is 6.0 / 9.9 eV. Its relative energy (zero: lowest compared OMol25 entry of this formula, charge and spin) is 115.7 kcal/mol.

```
9
Properties=species:S:1:pos:R:3:mulliken_charge:R:1
C 0.89 0.12 -0.12 0.27
N -2.06 -0.79 0.07 -0.22
N 2.13 -0.19 -0.01 -0.20
O -2.16 0.46 0.02 -0.18
Cl 0.17 1.58 -0.17 0.06
H -1.79 -1.20 1.02 0.30
H 2.55 -1.09 0.05 0.25
H 2.78 0.53 0.07 0.24
H -2.50 0.59 -0.95 0.48
```

# 13
Density functional theory data (the ωB97M-V functional and the def2-TZVPD basis) for the ion CH4ClN2O with charge +1.

The total charge is +1. The frontier orbital gap is 10.0 eV. Its SMILES is N/C(Cl)=[NH+]/O. Its relative energy (zero: lowest compared OMol25 entry of this formula, charge and spin) is 45.0 kcal/mol.

```
9
Properties=species:S:1:pos:R:3:mulliken_charge:R:1
C 0.28 0.54 0.01 0.58
N -0.55 1.53 -0.17 -0.28
N -0.32 -0.94 0.05 -0.15
O 0.70 -1.92 -0.04 -0.41
Cl 1.95 0.60 0.23 0.04
H -1.51 1.54 -0.32 0.25
H -0.32 2.52 0.01 0.28
H -1.13 -1.37 -0.46 0.33
H 0.89 -2.51 0.69 0.37
```

# 14
Density functional theory data (the ωB97M-V functional and the def2-TZVPD basis) for a structure of composition CH4ClN2OZr.

The total charge is +3. The frontier orbital gap is 3.2 eV.

```
10
Properties=species:S:1:pos:R:3:mulliken_charge:R:1
Zr 0.88 -3.96 -0.27 1.98
Cl 1.48 -2.19 0.81 -0.20
C -0.70 0.55 -0.08 0.83
O -1.81 0.02 -0.10 -0.32
N 0.40 -0.07 0.21 -0.23
N -0.57 1.75 -0.42 -0.20
H 1.15 0.51 0.57 0.28
H 0.44 -1.08 0.26 0.28
H 0.21 2.37 -0.27 0.27
H -1.47 2.11 -0.72 0.31
```

# 15
Density functional theory data (the ωB97M-V functional and the def2-TZVPD basis) for a cluster of 2 separate species, CH4ClNOS2 in total.

The total charge is 0. The frontier orbital gap (spin up / spin down) is 7.0 / 7.0 eV. Its relative energy (zero: lowest compared OMol25 entry of this formula, charge and spin) is 68.3 kcal/mol.

```
10
Properties=species:S:1:pos:R:3:mulliken_charge:R:1
C -1.14 0.74 0.38 -0.43
N 0.42 -1.88 -1.02 -0.57
O 1.22 0.16 1.64 -0.47
S 1.69 1.54 -0.86 -0.22
S 0.72 0.35 0.26 0.64
Cl -1.49 1.48 1.96 -0.11
H -1.36 1.62 -0.28 0.35
H -1.70 -0.21 0.51 0.33
H 1.28 -2.33 -0.70 0.24
H 0.36 -1.46 -1.89 0.26
```

# 16
Density functional theory data (the ωB97M-V functional and the def2-TZVPD basis) for an isolated molecule of CH4ClNS.

The total charge is 0. The frontier orbital gap is 8.1 eV. Its SMILES is CNSCl. Its relative energy (zero: lowest compared OMol25 entry of this formula, charge and spin) is 27.9 kcal/mol.

```
8
Properties=species:S:1:pos:R:3:mulliken_charge:R:1
C -0.77 -0.35 -0.46 -0.63
N 0.01 0.74 0.25 -0.21
S 1.51 1.22 -0.06 0.14
Cl 2.75 -0.64 1.17 -0.40
H -1.85 -0.21 -0.15 0.30
H -0.79 -0.17 -1.65 0.23
H -0.37 -1.37 -0.29 0.27
H -0.49 0.78 1.20 0.30
```

# 17
Density functional theory data (the ωB97M-V functional and the def2-TZVPD basis) for an isolated molecule of CH4ClO2P.

The total charge is 0. The frontier orbital gap is 11.4 eV. Its relative energy (zero: lowest compared OMol25 entry of this formula, charge and spin) is 39.7 kcal/mol.

```
9
Properties=species:S:1:pos:R:3:mulliken_charge:R:1
C -0.41 1.59 0.68 -0.66
O 2.00 0.68 -0.09 -0.55
O 0.74 -1.35 -1.28 -0.57
P 1.39 -0.65 -0.06 0.73
Cl -0.74 -0.11 0.89 -0.08
H -0.67 2.27 1.54 0.32
H -0.60 1.79 -0.33 0.35
H 0.53 1.85 0.92 0.32
H 1.66 -0.91 1.20 0.15
```

# 18
Density functional theory data (the ωB97M-V functional and the def2-TZVPD basis) for a cluster of 2 separate species, CH4ClP in total.

The total charge is 0. The frontier orbital gap (spin up / spin down) is 7.4 / 7.4 eV. Its relative energy (zero: lowest compared OMol25 entry of this formula, charge and spin) is 40.4 kcal/mol.

```
7
Properties=species:S:1:pos:R:3:mulliken_charge:R:1
C -0.30 -0.08 0.41 -0.87
P 0.95 1.27 -0.04 0.23
Cl 3.47 -0.28 0.06 -0.45
H -0.85 -0.46 -0.40 0.34
H -1.20 0.20 1.04 0.31
H 0.21 -0.77 1.02 0.31
H 0.98 0.97 -1.42 0.12
```

# 19
Density functional theory data (the ωB97M-V functional and the def2-TZVPD basis) for a cluster of 2 separate species, CH4ClPS in total.

The total charge is 0. The frontier orbital gap is 7.5 eV. Its SMILES is CCl.P=S. Its relative energy (zero: lowest compared OMol25 entry of this formula, charge and spin) is 25.0 kcal/mol.

```
8
Properties=species:S:1:pos:R:3:mulliken_charge:R:1
C 1.25 0.03 0.50 -0.52
P -2.84 -1.00 0.22 0.15
S -3.80 0.69 0.33 -0.26
Cl 0.10 -1.22 0.02 -0.16
H 0.68 0.82 1.01 0.22
H 1.97 -0.36 1.21 0.26
H -2.60 -1.20 -1.18 0.07
H 1.73 0.46 -0.38 0.25
```

# 20
Density functional theory data (the ωB97M-V functional and the def2-TZVPD basis) for a structure of composition CH4CsO.

The total charge is +1. The frontier orbital gap is 11.1 eV. Its relative energy (zero: lowest compared OMol25 entry of this formula, charge and spin) is 4.9 kcal/mol.

```
7
Properties=species:S:1:pos:R:3:mulliken_charge:R:1
Cs -1.82 -1.87 1.32 1.01
C 0.60 0.15 -0.24 -0.66
O -0.77 0.34 -0.35 -0.53
H 1.07 0.20 0.74 0.33
H 0.76 -0.88 -0.56 0.27
H 1.14 0.84 -0.88 0.27
H -0.99 1.22 -0.04 0.31
```

| no. | maximum force (eV Å⁻¹) |
| --- | --- |
| 1 | 6.8 |
| 2 | 3.0 |
| 3 | 4.4 |
| 4 | 4.8 |
| 5 | 2.6 |
| 6 | 4.7 |
| 7 | 3.1 |
| 8 | 3.5 |
| 9 | 3.5 |
| 10 | 3.0 |
| 11 | 0.3 |
| 12 | 3.7 |
| 13 | 5.8 |
| 14 | 4.8 |
| 15 | 4.7 |
| 16 | 3.1 |
| 17 | 6.4 |
| 18 | 2.7 |
| 19 | 1.0 |
| 20 | 1.9 |